{
  "formula": "C42H52N3O20",
  "method": "ωB97M-V with the def2-TZVPD basis set",
  "elements": ["C", "C", "O", "N", "H", "H", "C", "H", "H", "H", "H", "H", "H", "N", "O", "O", "O", "N", "O", "O", "O", "C", "C", "C", "O", "H", "H", "H", "H", "H", "H", "H", "H", "C", "C", "C", "O", "H", "H", "H", "H", "H", "H", "H", "H", "C", "C", "C", "O", "H", "H", "H", "H", "H", "H", "H", "H", "C", "C", "C", "O", "C", "C", "C", "O", "H", "H", "H", "H", "C", "C", "C", "O", "C", "C", "C", "O", "H", "H", "H", "H", "C", "C", "C", "O", "C", "C", "C", "O", "H", "H", "H", "H", "C", "C", "C", "O", "C", "C", "C", "O", "H", "H", "H", "H", "C", "C", "C", "O", "C", "C", "C", "O", "H", "H", "H", "H"],
  "coordinates": [[53.201, 27.309, 54.326], [52.421, 26.670, 53.298], [52.797, 26.313, 52.162], [50.882, 26.563, 53.449], [50.272, 26.482, 52.534], [50.856, 25.476, 53.600], [50.240, 27.355, 54.525], [52.907, 28.485, 54.661], [54.252, 27.424, 53.998], [53.252, 26.751, 55.317], [49.056, 27.324, 54.475], [50.429, 28.362, 54.432], [50.330, 27.153, 55.554], [48.503, 27.033, 51.017], [48.037, 26.707, 49.882], [47.998, 26.448, 51.970], [49.756, 27.244, 51.074], [49.438, 23.640, 53.114], [50.202, 23.929, 52.210], [49.911, 23.556, 54.255], [48.340, 23.018, 52.872], [53.790, 27.180, 56.625], [54.854, 26.769, 57.688], [54.636, 27.657, 58.916], [54.993, 25.390, 57.855], [52.887, 27.390, 56.959], [53.822, 26.658, 55.768], [54.219, 27.984, 56.332], [56.114, 27.057, 57.403], [54.369, 28.761, 58.693], [55.610, 27.726, 59.501], [53.953, 27.205, 59.672], [54.196, 24.975, 57.955], [55.963, 26.956, 52.435], [56.200, 28.532, 52.502], [55.848, 29.208, 53.797], [57.482, 28.893, 52.279], [55.726, 26.553, 51.433], [55.114, 26.926, 53.093], [56.712, 26.603, 52.965], [55.589, 28.934, 51.686], [56.163, 30.245, 54.129], [55.923, 28.586, 54.667], [54.732, 29.418, 54.052], [57.785, 28.707, 51.427], [53.339, 23.466, 55.696], [51.752, 23.544, 55.489], [50.926, 23.557, 56.729], [51.342, 24.610, 54.720], [53.948, 24.123, 56.476], [53.798, 23.331, 54.623], [53.664, 22.390, 56.086], [51.388, 22.789, 54.681], [51.418, 24.397, 57.171], [50.911, 22.637, 57.191], [49.832, 23.836, 56.447], [50.899, 24.078, 54.002], [47.867, 27.656, 58.795], [47.789, 26.451, 59.734], [46.944, 26.863, 61.018], [46.709, 25.944, 61.880], [46.482, 28.136, 61.227], [46.765, 29.213, 60.203], [47.238, 28.945, 58.914], [47.210, 29.705, 58.017], [48.524, 27.200, 57.900], [48.090, 25.366, 59.572], [45.801, 28.251, 62.170], [46.357, 30.200, 60.235], [45.990, 24.494, 53.647], [47.159, 25.394, 53.877], [47.323, 26.191, 55.178], [48.290, 26.919, 55.363], [46.181, 26.072, 56.154], [45.082, 25.108, 55.926], [44.963, 24.351, 54.659], [43.952, 23.639, 54.488], [45.690, 24.283, 52.600], [47.913, 25.498, 53.009], [46.363, 26.475, 57.296], [44.198, 25.118, 56.673], [46.095, 29.259, 54.809], [44.718, 28.777, 55.096], [43.896, 28.193, 54.061], [42.699, 27.874, 54.201], [44.520, 27.982, 52.776], [45.937, 28.414, 52.557], [46.767, 29.157, 53.494], [47.876, 29.521, 53.207], [46.624, 29.807, 55.738], [44.443, 28.858, 56.048], [43.690, 27.656, 51.957], [46.383, 28.277, 51.498], [51.755, 26.923, 58.547], [51.732, 27.401, 57.124], [51.167, 28.738, 56.676], [51.315, 29.138, 55.535], [50.867, 29.564, 57.751], [50.872, 29.215, 59.130], [51.238, 27.886, 59.628], [51.138, 27.443, 60.853], [52.024, 25.949, 58.683], [52.029, 26.547, 56.313], [50.434, 30.623, 57.730], [51.183, 29.992, 59.997], [51.718, 31.054, 52.155], [50.610, 31.708, 53.078], [51.011, 32.174, 54.467], [50.292, 32.875, 55.233], [52.442, 32.004, 54.818], [53.420, 31.258, 53.986], [53.115, 30.838, 52.574], [53.890, 30.360, 51.896], [51.400, 30.846, 51.174], [49.562, 31.704, 52.827], [52.880, 32.466, 55.760], [54.446, 31.323, 54.288]],
  "atomic_forces_ev_per_a": [[-0.93, 3.34, -1.14], [-1.97, -0.07, -6.02], [-0.38, 0.68, 3.75], [0.36, -2.04, 0.29], [1.59, 1.85, 0.56], [0.05, 3.02, 0.41], [-1.27, -1.16, -4.19], [0.24, -3.61, -1.33], [-1.29, -0.34, 0.63], [-6.84, 1.24, -8.15], [3.95, 0.30, -2.41], [0.47, 1.63, -1.32], [0.72, -1.53, 0.20], [3.54, -5.90, -4.70], [-0.70, 2.82, 0.57], [-1.46, 2.69, 1.15], [-0.73, 2.16, 0.39], [-3.89, -6.46, -2.39], [0.64, 1.88, -1.03], [-9.01, -4.31, -1.73], [1.31, 2.11, 0.30], [9.88, -2.99, 6.16], [2.58, 1.62, -0.60], [1.20, 0.62, 2.25], [3.15, 1.44, 0.40], [1.62, 1.49, 1.49], [6.33, -3.80, 3.95], [2.53, 5.80, -2.37], [-3.97, -0.55, -0.13], [0.11, -1.94, 0.08], [-1.02, -0.05, -0.73], [0.12, 0.56, -0.74], [-3.34, -1.50, 0.67], [-3.30, 4.08, -1.21], [-2.27, -0.71, -1.71], [-3.46, 1.44, 2.68], [2.86, 1.16, 1.64], [0.39, 0.25, 0.73], [-0.10, -1.26, -0.84], [3.91, -2.49, 1.99], [-0.19, 0.14, 0.35], [0.88, -1.31, -1.25], [1.33, -0.77, 0.64], [1.47, -0.77, -1.65], [0.45, -0.60, -2.05], [1.10, -2.69, -0.18], [1.47, -1.91, -1.95], [-1.78, 1.89, -1.94], [9.09, 6.65, 4.21], [-1.65, -0.83, -2.40], [-0.55, 1.23, 2.02], [-1.13, 1.84, -0.42], [1.90, -0.94, 2.67], [-0.25, 0.39, 1.70], [0.31, -1.74, 1.71], [2.02, -0.42, 0.61], [0.94, 0.35, -0.26], [3.18, -9.99, 0.47], [-2.09, 6.29, -1.20], [2.09, -7.91, 0.40], [0.50, 2.85, -2.43], [-1.26, 7.71, -2.24], [-3.34, -3.30, 6.21], [2.16, -3.23, 1.16], [-0.50, 2.72, -2.75], [-1.74, 2.25, 1.41], [-0.13, 1.90, 0.15], [1.63, 0.24, -1.93], [-0.32, 0.54, 0.87], [3.80, 4.65, 0.13], [-3.34, -3.57, -0.04], [-1.94, -1.79, -1.03], [-5.77, -1.65, 3.98], [-2.58, -3.28, 2.21], [2.64, 4.44, 2.16], [-2.04, -1.01, -0.14], [1.65, 1.12, 0.31], [0.77, -0.60, 0.90], [-1.45, -0.73, 2.75], [-0.76, -0.67, -3.34], [1.75, -0.46, -1.33], [-3.73, 0.44, 4.19], [7.23, 1.91, -4.06], [-2.04, -0.90, -0.13], [1.72, 0.67, 0.36], [3.72, 1.52, -3.07], [-5.37, -2.30, -3.40], [-1.45, -1.33, 0.87], [0.55, 0.71, 0.18], [-1.02, -1.50, -2.41], [-1.51, 0.32, 3.67], [2.78, 0.50, 1.76], [-0.95, 0.20, 1.95], [-3.22, 5.97, -3.41], [-5.50, -5.16, 3.61], [2.24, -1.24, -0.62], [0.65, 1.87, 1.80], [-3.13, 3.33, 6.62], [2.56, 1.81, -0.43], [0.81, -5.17, 1.76], [0.25, 2.57, -4.56], [0.60, -2.37, 0.88], [-3.87, 1.66, 1.92], [1.23, -1.36, -1.20], [-1.84, -1.23, -2.24], [-5.90, 3.77, 4.90], [5.58, -3.12, -2.24], [-0.87, 1.97, 0.60], [1.44, -2.21, -2.20], [4.68, -2.79, -1.90], [-4.20, 4.05, 2.85], [-5.43, 2.94, 5.28], [5.13, -2.84, -4.82], [-0.18, -0.59, -1.04], [-0.02, 0.11, -0.36], [-1.06, -0.63, -1.24], [0.18, -0.08, 0.11]],
  "e_tot_ha": -3298.96131,
  "charge": -1,
  "e_homo_ha": -0.22526
}

{
  "formula": "C3H5CeO4",
  "method": "ωB97M-V with the def2-TZVPD basis set",
  "elements": ["O", "C", "C", "O", "O", "C", "H", "H", "H", "H", "O", "H", "Ce"],
  "coordinates": [[0.605, -0.753, -1.955], [-0.565, -0.963, -1.424], [1.420, 0.257, -1.054], [-1.242, -1.959, -1.489], [-0.787, -0.081, -0.398], [0.380, 0.705, -0.090], [1.822, 1.048, -1.691], [2.207, -0.365, -0.617], [0.057, 1.746, -0.193], [0.476, 0.606, 1.143], [-0.850, 0.118, 2.665], [-0.943, 0.488, 3.543], [-2.580, -0.848, 1.558]],
  "atomic_forces_ev_per_a": [[1.44, 1.73, 0.29], [0.92, -1.64, 2.09], [-0.28, -1.84, -1.35], [-0.52, 0.95, -0.67], [-0.96, 0.06, 0.38], [-1.39, 1.24, 3.88], [-0.18, -0.37, 0.01], [-0.17, 0.22, -0.23], [0.37, -0.10, -0.39], [0.49, -0.14, -3.34], [-1.76, -0.85, -0.91], [0.33, 0.16, 0.28], [1.69, 0.59, -0.03]],
  "e_tot_ha": -893.09955,
  "multiplicity": 3,
  "charge": 1,
  "e_homo_ha": [-0.38368, -0.52871]
}